No. 1
ORCA calculation (ωB97M-V with the def2-TZVPD basis set) on a cluster of 16 separate species, H33O16 in total at a distorted geometry.

CARTESIAN COORDINATES (ANGSTROEM)
O -1.63463 -5.05644 -1.03935
H -1.59566 -5.88282 -0.54570
H -2.06177 -4.48221 -0.39268
O 1.02575 1.55278 5.80137
H -4.20203 1.44222 1.58720
H 0.60840 0.69940 5.95482
O -3.57730 1.38872 2.31724
H -4.02927 0.93982 3.03810
H -1.07287 1.20544 0.24019
O -3.50106 -3.20558 0.93152
H -3.75029 -2.71267 1.72107
H 1.76433 -2.88748 -0.07686
O 6.22104 0.95899 0.88997
H 5.83789 0.47250 1.64392
H 5.84374 1.77416 1.27449
O 1.81364 3.05118 -3.86992
H 2.25840 3.20495 -4.70709
H 0.69414 -0.19657 1.45998
O -2.82762 3.76879 3.24467
H -2.43458 3.10479 2.69336
H -2.54215 4.67670 3.23831
O -0.46887 3.51551 -1.62270
H -4.36922 -3.55348 0.69091
H -1.36078 3.54712 -1.95842
O -1.98335 0.93281 0.50807
H -1.99042 -0.01902 0.09599
O 0.05250 -0.80050 1.83920
H -1.93017 -2.01468 -1.00191
H 0.48842 -1.64032 1.99446
O -2.51499 1.65741 -3.58196
H -2.73747 1.65982 -4.51723
H -1.97494 0.88191 -3.42706
O 0.71291 -2.21019 -2.93088
H 2.49161 3.18745 -3.20005
H 0.90782 -2.11367 -3.87324
O 1.97993 -3.82646 -0.11757
H 2.93442 -3.87919 -0.02459
H 0.92252 -3.14883 -2.84543
O -1.45622 -1.21383 -0.70473
H -0.78105 -1.42663 -1.38515
H -1.78374 0.80775 1.46156
O 3.91201 0.86776 -0.57207
H 4.68361 0.53548 -1.04257
H 4.33507 1.37022 0.13369
O 1.59116 -0.80428 -0.57400
H 2.34942 -0.21927 -0.74366
H 1.86968 1.31516 5.40537
H 0.31428 3.34995 -2.14491
H 0.96778 -0.57468 -1.26571

Atoms 1-2, force components in eV/Å:
-0.2 0.1 0.3
0.2 -0.2 -0.2

For the HOMO-LUMO gap, the calculation gives 10.34 eV. As for the net charge: +1. For the HOMO energy, the calculation gives -13.29 eV. As for the total energy: -33288.12582 eV. The calculation puts the LUMO energy at -2.951 eV.

***

No. 2
ORCA calculation (ωB97M-V with the def2-TZVPD basis set) on a structure of composition C27H33N6O3Rh.

CARTESIAN COORDINATES (ANGSTROEM)
Rh -0.85729 0.01346 -0.57630
O -2.56723 2.97633 1.58883
C -2.07151 1.95309 1.13420
N -2.05885 1.49181 -0.12494
C -2.59898 2.11708 -1.26714
C -3.62157 3.05587 -1.25400
C -4.09566 3.56978 -2.45369
C -3.55356 3.15656 -3.66222
C -2.52841 2.22019 -3.69517
C -2.05049 1.69306 -2.50184
N -1.04073 0.71887 -2.39112
C -0.24865 0.22755 -3.35428
O -0.14909 0.56306 -4.52709
C 0.60024 -0.92313 -2.81585
C 1.44423 -1.61405 -3.66244
C 2.13650 -2.70903 -3.17035
C 1.95098 -3.08174 -1.84962
C 1.10367 -2.33148 -1.05293
N 0.45547 -1.26550 -1.51629
C -1.35762 0.97121 2.06346
C -1.26778 1.25614 3.41230
C -0.66882 0.33221 4.25374
C -0.19629 -0.85324 3.71630
C -0.30664 -1.05758 2.35141
N -0.85853 -0.16579 1.53412
H -4.02509 3.38191 -0.30703
H -4.89471 4.29966 -2.43900
H -3.92843 3.56503 -4.59170
H -2.08675 1.89750 -4.62579
H 1.51781 -1.27777 -4.68692
H 2.80119 -3.27251 -3.81187
H 2.45271 -3.94214 -1.42958
H 0.94509 -2.56956 -0.01206
H -1.68504 2.19109 3.75863
H -0.58426 0.52769 5.31497
H 0.25740 -1.61468 4.33498
H 0.06090 -1.96164 1.89041
C 1.70830 1.95603 0.42756
N 2.97077 1.54540 1.01348
C 3.58353 2.54159 1.87712
C 3.17220 0.19623 1.19928
O 2.27237 -0.62271 1.03246
N 4.44674 -0.18484 1.55383
C 5.62879 0.52222 1.09657
C 4.66606 -1.57892 1.87495
H 1.84475 2.91649 -0.06945
H 0.92337 2.06205 1.18185
H 1.39223 1.22162 -0.31218
H 2.80625 3.05056 2.45442
H 4.12749 3.29455 1.30177
H 4.26751 2.07304 2.57914
H 5.35351 1.42535 0.56169
H 6.19421 -0.11585 0.41044
H 6.28361 0.78870 1.93022
H 3.73117 -2.02665 2.19605
H 5.40102 -1.66001 2.67802
H 5.04008 -2.13134 1.00590
C -3.44609 -3.46293 -0.30682
C -2.78178 -2.18619 0.22162
C -3.76701 -1.43922 1.11469
C -2.31248 -1.34071 -0.95531
H -3.79005 -4.09334 0.51579
H -2.75796 -4.04667 -0.92053
H -4.31417 -3.21300 -0.92146
H -1.90945 -2.49474 0.80938
H -4.69922 -1.27539 0.56818
H -3.39614 -0.46302 1.41953
H -4.00470 -2.01559 2.01126
H -3.15756 -0.79420 -1.38937
H -1.90158 -1.98780 -1.73420

Atoms 1-2, force components in eV/Å:
-0.4 -0.1 0.3
0.0 0.0 0.0

For the HOMO-LUMO gap, the calculation gives 7.04 eV. For the HOMO energy, the calculation gives -7.07 eV. As for the total energy: -46628.21695 eV. The calculation puts the LUMO energy at -0.027 eV.

***

No. 3
ORCA calculation (ωB97M-V with the def2-TZVPD basis set) on a structure of composition C44H50N3S4Ti at a distorted geometry.

CARTESIAN COORDINATES (ANGSTROEM)
Ti -0.07122 -0.26034 0.41010
S 2.66506 3.38320 0.05426
C 1.90270 1.92087 -0.09300
S 2.45403 0.44731 0.64127
S 0.38926 1.71289 -0.94631
C -3.80680 0.06833 -3.26580
C -2.61691 0.80040 -2.63773
C -1.93831 1.67686 -3.69342
C -3.04414 1.59567 -1.41376
C -3.76251 2.76826 -1.59795
C -4.14876 3.55599 -0.52327
C -3.80016 3.16434 0.75328
C -3.08919 1.98694 0.98180
C -2.72105 1.62449 2.40519
C -1.79951 2.68845 2.99930
C -3.96135 1.41427 3.27496
C -2.72400 1.19040 -0.10219
N -2.03007 -0.04857 0.08391
C -2.84782 -1.08306 -0.28909
C -2.45501 -2.32029 -0.84141
C -3.46996 -3.13389 -1.40490
C -3.19317 -4.26921 -2.13009
C -1.86200 -4.64235 -2.32445
C -0.85001 -3.90289 -1.73234
C -1.10391 -2.77051 -0.95247
N -0.07831 -2.08520 -0.29139
C 1.09446 -2.87289 -0.08669
C 2.20273 -2.71834 -0.93950
C 3.31968 -3.52323 -0.74216
C 3.35475 -4.47746 0.26115
C 2.25419 -4.63656 1.08532
C 1.11469 -3.85218 0.93084
C -0.06093 -4.08949 1.87277
C 0.38477 -4.45243 3.29679
C -0.99519 -5.21536 1.41042
C 2.16521 -1.76856 -2.12339
C 1.51325 -2.43980 -3.33825
C 3.54027 -1.22793 -2.51559
H -3.48001 -0.51756 -4.12724
H -4.55594 0.78693 -3.60830
H -4.28371 -0.61112 -2.56000
H -1.88945 0.05120 -2.31458
H -2.64988 2.36350 -4.15683
H -1.53076 1.04548 -4.48532
H -1.12309 2.25894 -3.26641
H -4.01206 3.08216 -2.60347
H -4.70020 4.47371 -0.68522
H -4.08125 3.78416 1.59682
H -2.17298 0.67741 2.36977
H -2.28662 3.66613 3.00870
H -0.88494 2.78343 2.41029
H -1.53212 2.44400 4.02672
H -4.56809 2.32070 3.32810
H -3.67429 1.14675 4.29518
H -4.58699 0.61619 2.87288
H -3.91656 -0.87431 -0.31424
H -4.49754 -2.81013 -1.28125
H -3.99821 -4.84885 -2.56451
H -1.61367 -5.51820 -2.91018
H 0.17388 -4.23594 -1.84367
H 4.17544 -3.40701 -1.39350
H 4.23309 -5.09652 0.39694
H 2.28374 -5.38233 1.86973
H -0.64549 -3.16276 1.90731
H 0.62818 -5.51556 3.36337
H -0.42973 -4.26759 4.00054
H 1.26078 -3.90131 3.62625
H -0.42360 -6.14069 1.29732
H -1.49018 -4.99957 0.47051
H -1.76362 -5.38672 2.16789
H 1.54034 -0.91394 -1.84645
H 2.01180 -3.38571 -3.56898
H 1.60281 -1.78927 -4.21064
H 0.45491 -2.64109 -3.17425
H 4.13029 -1.98251 -3.04401
H 4.09959 -0.87922 -1.64931
H 3.41282 -0.38187 -3.19244
N 0.16386 -0.18213 2.50967
S 0.01054 -1.06105 3.81081
C -0.34474 0.01132 5.19437
C 0.50732 1.06411 5.50963
C 0.17960 1.89875 6.56277
C -0.98406 1.67352 7.29285
C -1.82604 0.62018 6.97180
C -1.50740 -0.21990 5.91076
C 1.66263 -1.55883 4.30363
C 2.61692 -1.67727 3.30833
C 3.87133 -2.17385 3.63934
C 4.14913 -2.55066 4.94254
C 3.17618 -2.43247 5.93102
C 1.92409 -1.93368 5.61605
H 0.89957 0.52328 2.62038
H 1.41131 1.23023 4.93633
H 0.82721 2.72843 6.81060
H -1.23712 2.33173 8.11369
H -2.73459 0.45584 7.53495
H -2.16042 -1.03712 5.63304
H 2.38237 -1.40270 2.28812
H 4.61803 -2.26740 2.86324
H 5.12724 -2.93817 5.19599
H 3.39483 -2.72750 6.94881
H 1.16495 -1.83866 6.38195

Atoms 1-2, force components in eV/Å:
0.4 0.9 -0.1
0.0 -0.1 -0.1

For the HOMO-LUMO gap (alpha / beta), the calculation gives 4.62 / 6.17 eV. The multiplicity is 3. As for the net charge: -1. For the HOMO energy (alpha / beta), the calculation gives -2.71 / -4.26 eV. As for the total energy: -117370.39948 eV. As for the expectation value of S²: 2.0358. The calculation puts the LUMO energy (alpha / beta) at 1.913 / 1.910 eV.

***

No. 4
ORCA calculation (ωB97M-V with the def2-TZVPD basis set) on an isolated molecule of C4H6N2.

CARTESIAN COORDINATES (ANGSTROEM)
C 0.94028 1.81100 0.30743
C 0.54789 0.40031 0.24140
C 0.72225 -0.65332 0.95139
N -1.18833 -1.91088 -0.01172
C -0.97791 -1.03699 -0.92611
N 0.05355 -0.17859 -0.91391
H 1.50639 2.01005 1.21368
H 0.04832 2.43690 0.30831
H 1.53011 2.04304 -0.57943
H 0.41694 -1.54601 1.44397
H -2.03239 -2.43881 -0.19273
H -1.56710 -0.93670 -1.84230

Atoms 1-2, force components in eV/Å:
0.1 0.4 0.1
0.5 0.0 0.4

For the HOMO-LUMO gap (alpha / beta), the calculation gives 8.35 / 8.34 eV. For the HOMO energy (alpha / beta), the calculation gives -8.48 / -8.48 eV. As for the total energy: -7220.80174 eV. The calculation puts the LUMO energy (alpha / beta) at -0.130 / -0.131 eV.

***

No. 5
ORCA calculation (ωB97M-V with the def2-TZVPD basis set) on the ion C6H14NO with charge +1 at a distorted geometry.

CARTESIAN COORDINATES (ANGSTROEM)
N 1.64405 1.27481 2.56556
C 0.19388 1.11485 2.10835
C 0.08094 -0.12291 1.22503
C -1.14912 -0.09635 0.32944
C -1.01754 0.53788 -1.04801
C 0.20656 0.10273 -1.87024
C 0.07048 -1.29222 -2.41991
O -0.51554 -2.17302 -1.83364
H 2.01756 0.35979 2.82047
H 2.18509 1.73616 1.83869
H 1.69658 1.83868 3.41895
H -0.07919 2.01141 1.55399
H -0.39024 1.04626 2.99231
H 0.96333 -0.14006 0.59200
H 0.11394 -1.03395 1.80318
H -1.48578 -1.12633 0.19830
H -2.01044 0.29407 0.88958
H -1.00275 1.63045 -0.97210
H -1.88522 0.32504 -1.67467
H 0.35641 0.79974 -2.68944
H 1.15488 0.04514 -1.32124
H 0.53116 -1.57322 -3.38556

Atoms 1-2, force components in eV/Å:
-0.8 0.2 0.6
0.4 -0.3 -0.9

For the HOMO-LUMO gap, the calculation gives 8.65 eV. As for the structure (SMILES): [NH3+]CCCCCC=O. As for the net charge: +1. For the HOMO energy, the calculation gives -12.51 eV. As for the total energy: -9979.51970 eV. The calculation puts the LUMO energy at -3.859 eV.

***

Calculated values (kcal/mol) of energy relative to the best compared isomer or geometry (same formula, charge and spin) for the records, taken in order: 100.2; 0.0; 0.0; 110.4; 16.7.